[1]
{
  "formula": "C2HN3OS",
  "method": "ωB97M-V with the def2-TZVPD basis set",
  "smiles": "S=Cc1nnno1",
  "homo_ev": -9.797,
  "relative_energy_kj_mol": 124.3,
  "orbital_gap_ev": 7.99,
  "fmax_ev_per_a": 3.9,
  "total_energy_ev": -19439.257,
  "species": ["S", "C", "C", "N", "N", "N", "O", "H"],
  "xyz": [[0.259, -1.116, 2.478], [0.530, -0.993, 0.918], [0.139, 0.159, 0.039], [-0.862, 0.972, 0.335], [-1.016, 1.599, -0.860], [-0.290, 1.145, -1.794], [0.490, 0.200, -1.305], [0.750, -1.966, 0.188]],
  "atomic_forces_ev_per_a": [[0.297, 0.176, 0.087], [-0.087, -2.146, -3.229], [-0.805, -1.069, 0.778], [2.828, -0.926, -1.817], [-1.211, 0.978, -1.283], [-1.276, 1.775, 0.133], [0.368, -1.225, 3.259], [-0.114, 2.436, 2.072]]
}


[2]
{
  "formula": "C34H44BBrF6MgN3O21PS2",
  "method": "ωB97M-V with the def2-TZVPD basis set",
  "homo_ev": -6.237,
  "orbital_gap_ev": 0.95,
  "fmax_ev_per_a": 1.8,
  "total_energy_ev": -206865.598,
  "species": ["C", "C", "C", "C", "C", "C", "C", "P", "S", "N", "C", "N", "N", "H", "H", "H", "H", "H", "H", "H", "H", "H", "H", "H", "H", "H", "H", "H", "H", "H", "C", "C", "C", "O", "C", "C", "C", "O", "O", "O", "H", "H", "H", "H", "O", "H", "H", "C", "C", "O", "C", "O", "O", "F", "H", "H", "H", "F", "B", "O", "C", "O", "C", "O", "O", "O", "C", "O", "C", "O", "O", "O", "S", "O", "O", "C", "C", "C", "H", "H", "H", "H", "H", "H", "H", "H", "C", "C", "O", "C", "O", "C", "F", "F", "F", "H", "H", "H", "H", "H", "Mg", "Br", "F", "C", "C", "C", "C", "C", "C", "H", "H", "H", "H", "H"],
  "xyz": [[-1.946, 1.355, -3.560], [-0.580, 0.832, -3.982], [0.454, 0.993, -2.862], [0.694, -0.338, -2.153], [1.211, -0.175, -0.700], [0.070, -0.193, 0.236], [-0.583, -1.219, 0.827], [-0.352, -2.999, 0.792], [0.881, -3.710, -0.576], [-1.597, -0.721, 1.588], [-1.589, 0.586, 1.491], [-0.585, 0.940, 0.700], [-0.186, 2.230, 0.347], [-1.977, 2.441, -3.540], [-2.700, 1.021, -4.267], [-2.203, 0.974, -2.571], [-0.233, 1.421, -4.828], [-0.656, -0.206, -4.281], [1.397, 1.388, -3.237], [0.041, 1.705, -2.150], [-0.273, -0.834, -2.106], [1.360, -0.974, -2.724], [1.876, -1.006, -0.498], [1.792, 0.739, -0.607], [0.116, -3.310, 2.064], [-1.609, -3.560, 0.586], [-2.243, -1.330, 2.159], [-2.258, 1.264, 1.985], [-0.737, 2.909, 0.854], [0.793, 2.344, 0.584], [0.526, -0.616, 3.909], [1.743, -0.118, 3.705], [2.773, -0.077, 4.789], [3.886, 0.328, 4.477], [2.419, -0.549, 6.110], [1.181, -1.027, 6.333], [0.154, -1.113, 5.233], [-0.927, -1.596, 5.467], [0.775, -1.476, 7.507], [2.153, 0.356, 2.516], [-0.218, -0.680, 3.129], [3.176, -0.498, 6.882], [-0.149, -1.769, 7.376], [3.076, 0.641, 2.659], [4.265, -0.218, 8.743], [4.576, 0.692, 8.791], [4.448, -0.578, 9.616], [-6.276, 3.155, -6.175], [-4.962, 2.450, -6.404], [-4.191, 2.856, -5.304], [-5.059, 3.105, -4.274], [-4.726, 3.199, -3.144], [-6.325, 3.201, -4.739], [-4.329, 2.873, -7.552], [-6.265, 4.172, -6.571], [-7.128, 2.615, -6.585], [-5.023, 1.361, -6.428], [-1.825, -2.598, 2.929], [-1.877, -1.720, -6.802], [-1.924, -0.385, -7.433], [-2.311, -0.516, -8.696], [-2.461, 0.381, -9.472], [-2.547, -2.013, -8.968], [-2.909, -2.490, -10.002], [-2.285, -2.676, -7.848], [-0.527, -2.019, -6.282], [-0.604, -2.235, -4.980], [0.312, -2.497, -4.252], [-2.076, -2.084, -4.556], [-2.504, -2.204, -3.442], [-2.783, -1.784, -5.632], [5.917, 4.403, 7.296], [6.481, 3.470, 8.221], [5.797, 3.130, 9.433], [7.961, 3.918, 8.565], [8.166, 5.275, 9.025], [7.780, 5.456, 10.478], [6.895, 1.986, 7.369], [7.628, 5.968, 8.379], [9.229, 5.465, 8.893], [6.704, 5.355, 10.618], [8.077, 6.447, 10.822], [8.263, 4.703, 11.101], [7.452, 2.242, 6.473], [5.964, 1.488, 7.103], [7.483, 1.355, 8.030], [5.193, -1.788, 3.075], [5.936, -2.606, 2.050], [6.060, -3.996, 2.473], [5.000, -4.719, 2.281], [3.942, -4.312, 1.826], [5.254, -6.185, 2.683], [5.900, -6.264, 3.835], [5.986, -6.781, 1.735], [4.097, -6.837, 2.789], [5.680, -1.850, 4.048], [5.158, -0.747, 2.768], [4.171, -2.144, 3.201], [6.950, -2.243, 1.909], [5.438, -2.570, 1.082], [3.031, -5.464, -0.038], [-4.680, 3.438, -9.839], [-8.605, 1.653, -7.225], [-9.501, 0.651, -7.023], [-10.570, 0.875, -6.183], [-11.482, -0.150, -5.983], [-11.306, -1.374, -6.614], [-10.217, -1.574, -7.452], [-9.305, -0.552, -7.666], [-10.682, 1.835, -5.696], [-12.331, 0.007, -5.332], [-12.017, -2.172, -6.452], [-10.076, -2.528, -7.941], [-8.453, -0.683, -8.320]],
  "atomic_forces_ev_per_a": [[0.106, -0.391, -0.183], [0.207, 0.887, 0.013], [-0.162, -0.433, 0.014], [-0.237, 0.571, 0.301], [0.023, -0.105, -0.807], [0.185, 0.710, 0.365], [-0.213, -1.165, -0.115], [-0.157, -0.324, 1.178], [1.077, -0.425, -0.823], [-1.101, 1.146, -0.854], [-0.190, 0.242, 0.187], [0.913, -0.107, -0.501], [-0.138, 0.161, -0.158], [0.043, 0.099, 0.104], [-0.167, 0.000, 0.044], [-0.174, -0.035, 0.112], [-0.116, -0.221, -0.349], [0.187, 0.256, -0.024], [0.112, 0.104, 0.002], [0.142, 0.225, 0.110], [0.018, -0.403, -0.066], [0.033, -0.098, -0.056], [0.020, -0.109, 0.384], [0.058, 0.136, 0.083], [-0.199, -0.090, 0.063], [-0.065, 0.113, 0.189], [0.718, -0.983, 0.652], [-0.107, 0.091, 0.051], [-0.086, -0.018, 0.023], [0.026, -0.040, 0.177], [-0.146, 0.051, -0.040], [-0.172, 0.008, -0.188], [0.124, -0.164, 0.294], [-0.096, 0.264, 0.041], [0.140, 0.096, -0.069], [0.319, 0.019, 0.055], [0.067, 0.066, -0.588], [-0.055, 0.068, 0.682], [-0.200, -0.042, -0.087], [0.069, 0.051, 0.087], [0.180, -0.116, 0.374], [-0.115, -0.051, 0.059], [-0.003, -0.035, 0.040], [0.050, 0.018, 0.055], [0.173, 0.076, -0.009], [-0.062, 0.088, 0.142], [-0.048, -0.034, 0.004], [-0.290, -0.023, -0.261], [0.255, 0.192, -0.629], [-0.245, -0.084, 0.418], [0.119, -0.027, -0.363], [-0.052, 0.169, 0.318], [0.187, -0.025, 0.023], [0.073, -0.362, 1.507], [0.179, -0.036, -0.027], [0.301, 0.187, 0.413], [0.069, -0.026, -0.157], [-0.190, -0.095, -0.656], [-0.176, 0.168, -0.518], [0.018, -0.410, 0.296], [-0.048, 0.585, -0.205], [0.008, -0.222, 0.020], [-0.074, -0.263, -0.173], [0.011, 0.016, 0.024], [0.116, 0.255, 0.231], [-0.215, -0.076, 0.461], [0.292, -0.300, -0.583], [0.102, -0.201, 0.146], [-0.577, 0.019, -0.116], [0.139, -0.005, 0.216], [0.396, -0.086, 0.212], [-0.253, 0.158, 0.149], [0.531, -0.333, -0.252], [-0.283, 0.009, -0.038], [0.012, -0.032, -0.001], [0.089, 0.521, 0.266], [-0.202, -0.182, 0.013], [0.042, -0.047, -0.005], [-0.085, -0.136, -0.072], [0.027, -0.212, -0.103], [-0.004, 0.026, -0.011], [0.054, 0.004, -0.046], [0.074, 0.042, 0.002], [0.000, 0.017, -0.003], [-0.015, 0.043, -0.034], [-0.008, 0.007, 0.017], [0.021, -0.396, 0.173], [0.049, 0.764, -0.181], [-0.228, -0.129, -0.158], [0.199, 0.559, 0.245], [0.002, -0.912, -0.622], [0.053, -0.294, 0.189], [-0.019, 0.062, -0.002], [-0.036, 0.084, -0.071], [-0.077, 0.054, -0.095], [0.066, 0.125, -0.019], [0.083, 0.016, -0.024], [-0.035, 0.051, -0.102], [0.112, -0.260, 0.154], [-0.043, -0.194, 0.002], [-0.914, 1.001, 0.326], [-0.260, 0.304, -1.104], [-0.415, -0.286, -0.123], [-0.027, -0.057, -0.011], [-0.051, 0.186, 0.109], [0.056, -0.081, -0.065], [-0.038, -0.030, 0.012], [-0.071, 0.063, 0.070], [0.176, -0.061, -0.138], [0.019, 0.007, -0.022], [0.001, 0.016, 0.020], [-0.004, -0.009, 0.000], [0.014, -0.001, -0.022], [0.010, 0.027, 0.018]]
}